Density functional theory data (wB97M-V/def2-TZVPD) for a molecular structure, C33H23Cl8F3N2S in a non-equilibrium geometry.

The lowest unoccupied orbital energy comes out at -0.913 eV. The total energy is -5760.14728 hartree.

Geometry (Å):
F: 3.375 0.816 -5.980
C: 1.992 0.959 -6.068
F: 1.808 1.959 -7.009
F: 1.555 1.387 -4.851
C: 1.394 -0.403 -6.546
C: 0.277 -0.997 -5.613
C: -1.094 -0.253 -5.695
C: -1.490 0.627 -6.755
C: -2.821 1.329 -6.723
C: -3.701 1.116 -5.615
C: -3.373 0.191 -4.498
N: -4.142 -0.120 -3.410
S: -3.212 -1.213 -2.560
N: -1.819 -1.336 -3.466
C: -2.040 -0.508 -4.548
H: 1.073 -0.309 -7.611
H: 2.243 -1.142 -6.532
H: 0.190 -2.095 -5.813
H: 0.628 -0.874 -4.550
H: -0.786 0.788 -7.606
H: -3.112 2.032 -7.541
H: -4.672 1.656 -5.566
Cl: 1.987 -0.506 -2.021
C: 2.405 1.058 -1.412
C: 2.883 1.245 -0.120
Cl: 3.110 -0.072 0.977
C: 3.196 2.524 0.324
C: 3.035 3.614 -0.518
C: 2.563 3.427 -1.811
C: 2.248 2.151 -2.256
H: 3.565 2.676 1.330
H: 3.278 4.609 -0.167
H: 2.439 4.276 -2.472
H: 1.879 2.011 -3.264
Cl: -2.499 -4.957 2.664
C: -1.554 -4.729 1.235
C: -1.850 -3.741 0.302
Cl: -3.181 -2.656 0.507
C: -1.061 -3.607 -0.836
C: 0.019 -4.452 -1.039
C: 0.317 -5.434 -0.104
C: -0.468 -5.572 1.030
H: -1.285 -2.844 -1.568
H: 0.629 -4.344 -1.927
H: 1.163 -6.093 -0.260
H: -0.232 -6.340 1.755
Cl: 1.455 4.089 2.903
C: 1.792 3.287 4.395
C: 2.215 3.971 5.528
Cl: 2.427 5.686 5.542
C: 2.480 3.271 6.699
C: 2.320 1.894 6.739
C: 1.893 1.212 5.607
C: 1.630 1.909 4.438
H: 2.812 3.798 7.585
H: 2.529 1.351 7.654
H: 1.765 0.136 5.636
H: 1.300 1.373 3.559
Cl: -1.432 1.708 4.041
C: -2.011 0.368 4.962
C: -1.924 -0.935 4.492
Cl: -1.217 -1.309 2.961
C: -2.412 -1.983 5.263
C: -2.982 -1.730 6.503
C: -3.063 -0.426 6.975
C: -2.578 0.620 6.205
H: -2.348 -3.001 4.900
H: -3.362 -2.550 7.100
H: -3.505 -0.226 7.944
H: -2.645 1.635 6.576

Atom charges from the Löwdin analysis, given in e for atoms 1 to 5: 0.077 -0.496 0.090 0.077 -0.070

---

Density functional theory data (wB97M-V/def2-TZVPD) for C24H26N2O3 in the gas phase.

As for the energy above the lowest of the compared OMol25 structures with the same formula, charge and spin: 28.5 kcal/mol. The lowest unoccupied orbital energy comes out at 0.695 eV. The total energy is -1265.38390 hartree. As for the SMILES: COc1cc(CNc2ccc(NC(C)=O)cc2)ccc1OCc1ccccc1C.

Geometry (Å):
C: -4.646 -2.935 1.239
H: -4.174 -2.747 2.210
O: -4.349 -1.922 0.312
C: -3.049 -1.739 -0.067
C: -1.978 -2.455 0.442
C: -0.677 -2.222 0.005
C: -0.450 -1.256 -0.958
C: -1.512 -0.529 -1.471
C: -2.809 -0.753 -1.046
O: -3.831 -0.050 -1.634
C: -4.538 0.845 -0.776
C: -3.671 2.026 -0.410
C: -3.393 2.951 -1.410
C: -2.562 4.030 -1.178
C: -1.996 4.194 0.074
C: -2.267 3.278 1.073
C: -3.096 2.184 0.852
C: -3.349 1.217 1.972
H: -2.993 0.222 1.706
H: -2.828 1.537 2.871
H: -4.413 1.151 2.197
H: -1.819 3.410 2.048
H: -1.345 5.032 0.273
H: -2.357 4.738 -1.968
H: -3.835 2.808 -2.386
H: -4.909 0.316 0.105
H: -5.390 1.175 -1.377
H: -1.347 0.230 -2.221
H: 0.550 -1.053 -1.307
C: 0.447 -3.040 0.608
N: 1.649 -3.121 -0.178
C: 2.610 -2.135 -0.243
C: 2.702 -1.084 0.672
C: 3.735 -0.171 0.611
C: 4.713 -0.275 -0.371
C: 4.624 -1.312 -1.297
C: 3.592 -2.222 -1.236
H: 3.539 -3.020 -1.963
H: 5.370 -1.404 -2.075
N: 5.790 0.618 -0.483
C: 6.104 1.690 0.295
O: 5.464 2.064 1.252
C: 7.371 2.384 -0.173
H: 7.576 3.227 0.480
H: 8.212 1.695 -0.142
H: 7.248 2.744 -1.193
H: 6.414 0.416 -1.251
H: 3.786 0.632 1.327
H: 1.954 -0.962 1.439
H: 1.551 -3.659 -1.027
H: 0.702 -2.633 1.592
H: 0.091 -4.065 0.768
H: -2.139 -3.216 1.191
H: -4.342 -3.920 0.871
H: -5.729 -2.915 1.358

Atom charges from the Löwdin analysis, given in e for atoms 1 to 5: -0.079 0.097 -0.088 -0.212 0.018

---

Density functional theory data (wB97M-V/def2-TZVPD) for 2 unconnected molecules or ions with the total composition C20H19N4O6 in a non-equilibrium geometry.

The lowest unoccupied orbital energy comes out at 2.259 eV. The total energy is -1444.13545 hartree. The total charge is -1.

Geometry (Å):
C: -2.002 -1.451 -4.075
C: -2.149 -1.751 -2.596
C: -3.402 -2.581 -2.307
O: -1.008 -2.470 -2.095
C: 0.185 -1.775 -2.111
O: 1.236 -2.350 -2.270
C: 0.100 -0.304 -1.919
C: 1.248 0.387 -1.658
C: 1.445 1.802 -1.887
C: 0.675 2.551 -2.819
C: 0.828 3.934 -2.906
C: 1.718 4.605 -2.055
C: 2.526 3.873 -1.173
C: 2.435 2.486 -1.145
C: -1.236 0.295 -1.669
O: -1.404 1.431 -1.281
O: -2.315 -0.534 -1.823
H: -1.099 -0.868 -4.279
H: -1.949 -2.397 -4.624
H: -2.881 -0.899 -4.420
H: -3.493 -2.762 -1.232
H: -4.284 -2.032 -2.649
H: -3.355 -3.539 -2.829
H: 2.100 -0.208 -1.334
H: -0.046 2.027 -3.451
H: 0.229 4.492 -3.628
H: 1.780 5.694 -2.069
H: 3.228 4.373 -0.503
H: 3.083 1.885 -0.500
C: 0.295 -3.603 3.366
N: 0.385 -2.175 3.169
C: 0.200 -1.443 4.347
O: 0.014 -1.991 5.430
N: 0.231 -0.030 4.254
C: 0.073 0.732 5.482
C: 0.459 0.560 3.058
C: 0.665 -0.188 1.858
C: 0.544 -1.630 1.867
O: 0.561 -2.322 0.857
N: 0.959 0.675 0.872
C: 0.880 1.913 1.446
N: 0.595 1.886 2.795
H: 0.470 -4.103 2.418
H: 1.035 -3.910 4.109
H: -0.696 -3.855 3.757
H: 0.173 1.781 5.214
H: -0.913 0.523 5.905
H: 0.847 0.429 6.193
H: 1.030 2.840 0.910

Atom charges from the Löwdin analysis, given in e for atoms 1 to 5: 0.015 -0.529 0.012 0.069 -0.433

---

Density functional theory data (wB97M-V/def2-TZVPD) for 2 unconnected molecules or ions with the total composition C6H8BF4O3 in a non-equilibrium geometry.

As for the energy above the lowest of the compared OMol25 structures with the same formula, charge and spin: 40.8 kcal/mol. The lowest unoccupied orbital energy comes out at 2.402 eV. The total energy is -883.72049 hartree. The total charge is -1.

Geometry (Å):
O: 4.460 -1.268 -1.545
C: 3.833 -0.261 -1.150
C: 2.538 -0.437 -0.230
C: 1.193 -0.629 -1.102
C: 0.229 0.631 -1.331
C: -1.005 0.254 -0.334
C: -0.927 -1.345 -0.612
O: -1.786 -2.122 -1.040
O: 0.454 -1.594 -0.272
H: 4.123 0.808 -1.432
H: 2.642 -1.402 0.387
H: 2.343 0.440 0.474
H: 1.456 -1.135 -2.105
H: 0.645 1.686 -1.277
H: -0.303 0.569 -2.348
H: -1.996 0.750 -0.629
H: -0.738 0.425 0.757
B: -3.433 0.925 2.759
F: -3.327 -0.502 2.736
F: -2.727 1.473 1.636
F: -4.812 1.305 2.686
F: -2.862 1.429 3.972

Atom charges from the Löwdin analysis, given in e for atoms 1 to 5: -0.009 -0.209 -0.081 -0.282 -0.117

---

Density functional theory data (wB97M-V/def2-TZVPD) for a gas-phase ion, C5H7N2O2 (charge -1) in a non-equilibrium geometry.

As for the energy above the lowest of the compared OMol25 structures with the same formula, charge and spin: 113.5 kcal/mol. The lowest unoccupied orbital energy comes out at 4.120 eV. The total energy is -454.62195 hartree. As for the SMILES: CO[C@@H]1C=NC=CN1[O-]. The total charge is -1.

Geometry (Å):
C: -1.784 -1.570 -0.696
C: -1.783 -0.443 0.214
C: 0.494 -1.426 -0.932
C: 0.592 -0.244 0.048
C: 1.424 1.985 0.210
N: -0.637 -2.023 -1.183
N: -0.683 -0.078 0.751
O: -0.745 0.704 1.842
O: 0.758 1.026 -0.606
H: -2.613 -2.087 -1.118
H: -2.641 -0.145 0.801
H: 1.414 -1.886 -1.357
H: 1.433 -0.362 0.732
H: 2.034 2.606 -0.457
H: 2.004 1.402 0.978
H: 0.731 2.541 0.772

Atom charges from the Löwdin analysis, given in e for atoms 1 to 5: -0.227 -0.092 -0.147 -0.297 -0.126

---

Density functional theory data (wB97M-V/def2-TZVPD) for 10 unconnected molecules or ions with the total composition C30H60O20S5 in a non-equilibrium geometry.

The expectation value of S² is 0.757. The lowest unoccupied orbital energy (alpha / beta) comes out at -2.620 / -7.623 eV. Its spin multiplicity is 2. The total energy is -4674.38851 hartree. The total charge is +1.

Geometry (Å):
C: 0.904 -1.265 -0.831
C: 0.523 -0.312 0.268
C: -0.874 0.363 0.233
O: -1.331 0.089 1.530
C: -0.584 -0.875 2.123
O: -0.818 -1.416 3.162
O: 0.468 -1.155 1.377
H: 0.203 -2.097 -0.894
H: 1.835 -1.770 -0.576
H: 1.068 -0.734 -1.769
H: 1.229 0.481 0.517
H: -1.505 -0.030 -0.564
H: -0.931 1.446 0.129
C: 6.258 -2.706 -0.668
C: 5.414 -1.463 -0.784
C: 6.146 -0.239 -1.320
O: 5.500 -0.021 -2.554
C: 4.517 -0.904 -2.791
O: 3.822 -0.897 -3.836
O: 4.416 -1.730 -1.759
H: 5.568 -3.544 -0.565
H: 6.966 -2.623 0.157
H: 6.812 -2.895 -1.588
H: 4.930 -1.196 0.155
H: 7.215 -0.417 -1.430
H: 6.019 0.669 -0.730
C: 6.325 -0.461 5.932
C: 6.002 -0.226 4.426
C: 5.757 -1.430 3.561
O: 4.820 -0.858 2.624
C: 4.252 0.194 3.098
O: 3.326 0.813 2.608
O: 4.762 0.467 4.277
H: 7.200 -1.110 5.985
H: 5.411 -0.692 6.479
H: 6.593 0.500 6.370
H: 6.762 0.433 4.005
H: 5.317 -2.213 4.178
H: 6.730 -1.750 3.189
C: 0.458 -1.023 -5.207
C: -0.484 0.191 -5.047
C: -0.162 1.385 -5.851
O: -1.408 1.802 -6.367
C: -2.313 0.750 -6.202
O: -3.452 0.730 -6.589
O: -1.765 -0.213 -5.524
H: 0.569 -1.320 -6.250
H: -0.025 -1.847 -4.682
H: 1.443 -0.825 -4.784
H: -0.522 0.417 -3.982
H: 0.571 1.176 -6.631
H: 0.378 2.141 -5.281
C: -6.131 -0.128 0.161
C: -4.610 -0.610 0.302
C: -4.401 -2.055 0.572
O: -3.474 -2.459 -0.371
C: -3.247 -1.509 -1.278
O: -2.434 -1.620 -2.200
O: -3.920 -0.409 -0.930
H: -6.220 0.884 -0.233
H: -6.659 -0.278 1.103
H: -6.665 -0.700 -0.598
H: -4.132 0.019 1.053
H: -5.363 -2.560 0.483
H: -3.961 -2.143 1.566
C: 2.711 2.150 -1.146
S: 1.787 2.008 -2.729
O: 0.344 1.666 -2.336
C: 1.760 3.765 -3.286
H: 2.993 1.165 -0.775
H: 2.057 2.576 -0.386
H: 3.676 2.651 -1.231
H: 1.214 4.372 -2.564
H: 1.339 3.803 -4.290
H: 2.812 4.020 -3.159
C: -2.153 3.177 -2.933
S: -3.827 2.420 -2.830
O: -4.535 2.837 -1.543
C: -4.682 3.273 -4.210
H: -1.648 2.905 -3.860
H: -1.592 2.865 -2.052
H: -2.181 4.265 -2.876
H: -5.753 3.163 -4.040
H: -4.479 2.685 -5.105
H: -4.457 4.337 -4.285
C: -3.759 -1.587 4.737
S: -5.372 -0.781 4.834
O: -5.364 0.255 3.750
C: -6.259 -2.053 3.954
H: -3.579 -1.934 3.720
H: -3.779 -2.425 5.434
H: -2.960 -0.895 5.004
H: -7.338 -1.982 3.819
H: -6.174 -3.029 4.433
H: -5.918 -2.057 2.919
C: 4.406 -4.670 2.002
S: 2.630 -4.162 1.828
O: 1.855 -5.430 2.057
C: 2.508 -3.327 3.490
H: 4.576 -5.258 2.904
H: 5.103 -3.833 1.953
H: 4.559 -5.276 1.110
H: 2.620 -4.024 4.321
H: 1.555 -2.823 3.653
H: 3.212 -2.514 3.667
C: -5.349 4.873 0.682
S: -3.987 4.643 1.895
O: -4.423 5.143 3.271
C: -4.096 2.811 2.061
H: -6.048 4.037 0.692
H: -4.911 4.990 -0.309
H: -5.879 5.806 0.870
H: -3.137 2.327 2.248
H: -4.218 2.404 1.057
H: -4.954 2.443 2.623

Atom charges from the Löwdin analysis, given in e for atoms 1 to 5: 0.007 -0.304 -0.085 0.061 -0.550

---

Density functional theory data (wB97M-V/def2-TZVPD) for C4H5NO2 in the gas phase.

As for the energy above the lowest of the compared OMol25 structures with the same formula, charge and spin: 13.0 kcal/mol. The lowest unoccupied orbital energy comes out at 0.592 eV. The total energy is -360.64865 hartree. As for the SMILES: C[C@H](C=O)N=C=O.

Geometry (Å):
C: -1.257 -0.441 -0.870
C: -0.295 -0.178 0.291
C: 0.064 1.297 0.421
O: 1.189 1.684 0.621
C: 2.039 -0.726 0.482
O: 3.185 -0.674 0.711
N: 0.883 -0.990 0.200
H: -0.774 -0.251 -1.833
H: -1.581 -1.485 -0.840
H: -2.146 0.197 -0.786
H: -0.779 2.012 0.347
H: -0.827 -0.436 1.219

Atom charges from the Löwdin analysis, given in e for atoms 1 to 5: -0.055 -0.362 -0.192 0.081 -0.314

---

Density functional theory data (wB97M-V/def2-TZVPD) for a molecular structure, C31H15Cl3F7IrNO2S.

The expectation value of S² is 0.757. As for the energy above the lowest of the compared OMol25 structures with the same formula, charge and spin: 23.5 kcal/mol. The lowest unoccupied orbital energy (alpha / beta) comes out at -0.987 / -2.295 eV. Its spin multiplicity is 2. The total energy is -3977.71402 hartree.

Geometry (Å):
Ir: 0.228 -0.550 -0.394
F: 4.572 0.211 -6.438
C: 3.883 -0.222 -5.384
C: 2.984 0.604 -4.743
F: 2.800 1.852 -5.179
C: 2.266 0.146 -3.650
F: 1.408 1.020 -3.109
C: 2.416 -1.137 -3.134
S: 1.644 -1.907 -1.748
C: 3.337 -1.943 -3.815
F: 3.549 -3.195 -3.399
C: 4.055 -1.511 -4.911
F: 4.916 -2.329 -5.515
F: -1.854 -0.166 -5.334
C: -1.918 0.191 -4.041
C: -1.027 -0.378 -3.154
C: -1.075 0.004 -1.820
C: -2.097 0.874 -1.391
C: -2.935 1.446 -2.338
F: -3.869 2.340 -1.954
C: -2.863 1.132 -3.676
C: -2.245 1.010 0.053
C: -3.385 1.469 0.709
C: -3.445 1.408 2.086
C: -2.364 0.906 2.798
C: -1.264 0.476 2.091
N: -1.206 0.523 0.754
H: -0.312 -1.101 -3.521
H: -3.523 1.587 -4.400
H: -4.218 1.843 0.136
H: -4.333 1.745 2.603
H: -2.371 0.842 3.876
H: -0.383 0.103 2.593
Cl: -1.674 -4.198 5.714
C: -1.434 -3.534 4.128
C: -2.526 -3.433 3.258
C: -2.359 -2.924 1.997
Cl: -3.723 -2.755 0.951
C: -1.090 -2.505 1.506
O: -0.994 -2.112 0.284
C: -0.018 -2.568 2.439
C: 1.291 -2.067 2.128
O: 1.632 -1.457 1.114
C: -0.203 -3.101 3.729
H: -3.508 -3.746 3.585
H: 2.064 -2.250 2.888
H: 0.641 -3.157 4.406
Cl: 1.238 4.006 5.085
C: 1.322 3.163 3.569
C: 2.118 2.035 3.457
C: 2.190 1.375 2.239
C: 1.462 1.813 1.133
C: 1.525 1.093 -0.165
C: 0.688 2.966 1.274
C: 0.609 3.639 2.480
H: 2.680 1.686 4.313
H: 2.820 0.500 2.141
H: 2.504 0.642 -0.322
H: 1.255 1.741 -0.992
H: 0.119 3.327 0.425
H: 0.000 4.527 2.582

Atom charges from the Löwdin analysis, given in e for atoms 1 to 5: 1.282 0.130 -0.142 -0.143 0.124

---

Density functional theory data (wB97M-V/def2-TZVPD) for a molecular structure, C38H41BCaF4N9.

As for the energy above the lowest of the compared OMol25 structures with the same formula, charge and spin: 0.0 kcal/mol. The lowest unoccupied orbital energy comes out at 2.366 eV. The total energy is -3067.83672 hartree. The total charge is -1.

Geometry (Å):
Ca: -0.764 0.239 0.224
C: 0.507 -0.823 -2.528
C: 0.670 -2.314 -2.220
C: -0.124 -2.839 -1.019
N: 0.067 -2.072 0.194
C: 0.844 -2.454 1.165
C: 1.765 -3.540 1.034
C: 2.615 -4.167 1.916
C: 2.824 -3.972 3.279
C: 2.177 -3.012 4.042
C: 1.266 -2.034 3.685
C: 0.688 -1.651 2.442
N: -0.047 -0.581 2.297
C: -0.585 0.226 3.365
C: -2.075 -0.103 3.576
C: -3.066 0.524 2.576
N: -2.919 0.163 1.175
C: -3.625 -0.786 0.631
C: -4.425 -1.688 1.413
C: -5.483 -2.507 1.105
C: -6.129 -2.723 -0.112
C: -5.687 -2.223 -1.323
C: -4.542 -1.510 -1.640
C: -3.476 -0.978 -0.858
N: -2.358 -0.557 -1.400
C: -2.122 -0.825 -2.799
C: -0.742 -0.383 -3.293
H: 1.375 -0.502 -3.114
H: 0.657 -0.273 -1.594
H: 1.729 -2.502 -2.032
H: 0.395 -2.905 -3.102
H: 0.107 -3.903 -0.891
H: -1.191 -2.787 -1.245
H: 1.836 -3.927 0.025
H: 3.215 -4.954 1.465
H: 3.539 -4.617 3.774
H: 2.435 -3.005 5.098
H: 0.951 -1.420 4.517
H: -0.500 1.286 3.083
H: -0.059 0.139 4.321
H: -2.371 0.276 4.560
H: -2.188 -1.191 3.602
H: -2.933 1.610 2.626
H: -4.081 0.313 2.935
H: -4.141 -1.705 2.458
H: -5.891 -3.046 1.956
H: -7.016 -3.343 -0.111
H: -6.307 -2.465 -2.183
H: -4.434 -1.328 -2.701
H: -2.854 -0.299 -3.431
H: -2.264 -1.895 -3.013
H: -0.727 0.708 -3.365
H: -0.652 -0.755 -4.320
C: 1.628 2.755 -0.501
N: 1.285 1.857 0.591
C: 2.432 1.466 1.400
C: 3.434 0.657 0.645
N: 3.187 -0.337 -0.156
C: 4.430 -0.808 -0.549
C: 4.766 -1.881 -1.371
C: 6.107 -2.142 -1.585
C: 7.109 -1.360 -0.994
C: 6.798 -0.299 -0.165
C: 5.448 -0.042 0.045
N: 4.779 0.899 0.794
C: 0.365 3.116 -1.211
N: -0.701 2.369 -1.200
C: -1.652 3.053 -1.945
C: -2.969 2.715 -2.241
C: -3.699 3.612 -2.999
C: -3.140 4.816 -3.449
C: -1.832 5.162 -3.160
C: -1.100 4.257 -2.402
N: 0.206 4.255 -1.941
H: 2.298 2.238 -1.195
H: 2.126 3.669 -0.152
H: 0.680 2.385 1.222
H: 2.053 0.861 2.226
H: 2.931 2.342 1.837
H: 3.993 -2.495 -1.810
H: 6.396 -2.973 -2.216
H: 8.147 -1.599 -1.186
H: 7.571 0.299 0.300
H: 5.174 1.606 1.388
H: -3.385 1.786 -1.872
H: -4.729 3.387 -3.246
H: -3.749 5.495 -4.032
H: -1.408 6.097 -3.504
H: 0.789 5.065 -1.822
F: 0.461 5.177 0.833
B: 0.058 4.581 2.056
F: 1.194 3.953 2.636
F: -0.476 5.525 2.917
F: -0.891 3.560 1.761

Atom charges from the Löwdin analysis, given in e for atoms 1 to 5: 1.331 -0.220 -0.173 -0.241 -0.044